1.
# C6H5N3S2

An isolated molecule of C6H5N3S2 at a distorted geometry (ωB97M-V/def2-TZVPD, OMol25).

Geometry as XYZ:
```
16
Properties=species:S:1:pos:R:3
S 0.307 -1.393 -1.960
S 0.477 1.936 -0.892
N 0.585 1.672 1.799
N 1.384 3.699 0.961
N 0.308 0.417 1.362
C -0.512 -0.705 -0.562
C 0.031 0.482 0.076
C -1.132 -3.042 -0.594
C -0.362 -2.989 -1.704
C -1.259 -1.632 0.072
C 0.833 2.483 0.720
H 0.167 -3.858 -2.039
H -1.455 -4.006 -0.142
H -1.892 -1.490 0.981
H 1.557 4.341 0.124
H 0.965 4.084 1.799
```

For the largest force on an atom, the calculation gives 3.65 eV/A. For the energy above the lowest of the compared OMol25 structures with the same formula, charge and spin, the calculation gives 35.2 kcal per mole. The energy comes out at -1192.2034 Eh. Its SMILES is Nc1nnc(-c2cccs2)s1. The HOMO energy is -0.30162 Eh.

2.
# C18H21N7O5PmSTe

C18H21N7O5PmSTe as an isolated structure at a distorted geometry (ωB97M-V/def2-TZVPD, OMol25).

Geometry as XYZ:
```
54
Properties=species:S:1:pos:R:3
Pm 0.597 1.420 -0.106
Te -2.586 1.923 -2.200
S -2.600 -3.419 0.120
O -0.378 5.400 -0.450
O -3.975 -3.182 0.460
O -2.302 -4.464 -0.849
O -0.718 -0.276 0.677
O -0.013 3.376 -1.380
N -1.967 -1.891 -0.304
N -0.098 4.199 -0.309
N 0.164 3.173 3.068
N 1.220 -2.556 -4.652
N 0.343 3.585 0.882
N -0.228 5.388 2.415
N 0.369 1.868 2.583
C -1.206 -1.493 0.679
C 2.509 -1.311 -0.200
C 0.038 4.077 2.132
C -0.201 -4.908 2.980
C -1.599 2.580 -3.994
C 0.246 -2.523 2.599
C -1.506 -3.678 1.476
C -0.781 -2.520 1.681
C 2.759 0.802 -1.425
C 2.046 -1.206 -2.619
C 0.529 -3.748 3.225
C 2.372 0.165 -2.604
C 1.623 -1.894 -3.779
C 2.868 0.051 -0.204
C 2.166 -1.961 -1.410
C -3.304 0.034 -2.971
C -1.240 -4.900 2.009
C 3.127 0.734 0.958
H -0.512 1.353 2.472
H -0.719 5.561 3.265
H -2.423 -0.541 -3.202
H -3.931 0.160 -3.885
H -1.790 -5.798 1.703
H 1.853 -2.995 -1.597
H 2.976 0.137 1.910
H -0.584 2.183 -3.972
H 0.068 3.337 4.069
H 1.127 1.335 3.063
H -1.573 3.663 -4.033
H 2.475 -1.892 0.753
H -3.835 -0.433 -2.108
H 3.323 1.801 1.011
H 1.428 -3.808 3.832
H -2.184 2.140 -4.852
H 3.180 1.790 -1.396
H 2.436 0.667 -3.558
H -0.612 5.938 1.640
H 0.884 -1.657 2.821
H 0.137 -5.782 3.572
```

The spin multiplicity is 5. For the largest force on an atom, the calculation gives 4.81 eV/A. The energy comes out at -2732.1726 Eh. The HOMO energy (alpha / beta) is -0.37349 / -0.37547 Eh. Its total charge is +1. Its expectation value of S² is 6.010.

3.
# C3H3FO2

A 2-piece molecular cluster, C3H3FO2 overall at a distorted geometry (ωB97M-V/def2-TZVPD, OMol25).

Geometry as XYZ:
```
9
Properties=species:S:1:pos:R:3
F 1.367 1.900 -1.107
O 0.126 0.784 0.303
O 2.049 1.759 1.008
C -1.146 -1.897 -0.580
C -1.144 -1.696 0.618
C 1.209 1.461 0.258
H -1.042 -1.300 1.550
H -0.922 -2.077 -1.629
H -0.496 1.065 -0.421
```

For the largest force on an atom, the calculation gives 4.04 eV/A. For the energy above the lowest of the compared OMol25 structures with the same formula, charge and spin, the calculation gives 43.1 kcal per mole. The energy comes out at -366.3794 Eh. Its SMILES is O=C(O)F.C#C. The HOMO energy is -0.40041 Eh.

4.
# C30H27N2O8S2W

C30H27N2O8S2W as an isolated structure at a distorted geometry (ωB97M-V/def2-TZVPD, OMol25).

Geometry as XYZ:
```
70
Properties=species:S:1:pos:R:3
W 0.238 -0.241 0.307
S -0.545 2.765 -3.376
S -2.298 2.971 2.667
O 2.271 0.729 2.402
O 0.973 -1.751 -1.384
O -0.610 -1.490 1.707
O 1.172 -1.027 3.262
O 3.917 0.942 -1.008
O 1.831 0.872 -0.217
O -3.520 -1.691 -0.254
O -1.487 -0.835 -0.483
N -0.341 1.160 -1.434
N -0.838 1.382 1.333
C -3.719 -0.557 2.567
C -2.160 3.254 0.999
C 0.460 0.211 -3.619
C -2.910 -4.324 1.028
C -0.930 0.949 3.845
C -1.837 -3.580 1.509
C 1.136 -2.683 -0.258
C -0.737 -4.247 2.041
C -1.082 3.300 -1.856
C 1.976 -3.840 -0.792
C -2.599 -2.177 3.937
C -3.295 -1.733 5.047
C 2.757 -3.159 -1.932
C -0.923 2.308 -0.947
C 1.509 -0.172 2.351
C -1.911 -2.049 1.532
C -2.416 -1.526 0.179
C -1.278 1.624 2.566
C -4.424 -0.117 3.682
C 2.413 -1.698 -1.710
C -1.328 2.341 0.447
C -2.796 -1.587 2.688
C 3.005 0.335 -0.524
C -4.212 -0.696 4.922
C -1.761 -6.369 1.574
C 2.994 -1.180 -0.379
C -0.101 1.255 -2.721
C -0.697 -5.633 2.071
C -2.866 -5.709 1.056
C 1.941 -1.707 0.600
H 2.411 -3.491 -2.909
H 4.006 -1.537 -0.195
H 0.164 -6.136 2.492
H 2.328 -2.128 1.522
H 0.160 -2.978 0.103
H -1.733 -7.450 1.596
H 1.334 -4.642 -1.152
H 1.540 0.335 -3.704
H 0.101 -3.687 2.438
H -2.679 4.055 0.504
H 0.110 1.152 4.103
H -3.704 -6.275 0.675
H -3.135 -2.203 6.008
H 0.039 0.316 -4.617
H -4.770 -0.355 5.784
H 0.354 -1.492 2.862
H 0.221 -0.780 -3.242
H -1.559 1.344 4.641
H -1.904 -3.001 4.041
H -1.483 4.286 -1.705
H -3.779 -3.819 0.632
H -5.152 0.676 3.571
H 2.617 -4.245 -0.010
H 2.571 -1.041 -2.558
H -3.916 -0.105 1.604
H 3.833 -3.313 -1.877
H -1.093 -0.121 3.792
```

The spin multiplicity is 3. For the largest force on an atom, the calculation gives 1.16 eV/A. For the energy above the lowest of the compared OMol25 structures with the same formula, charge and spin, the calculation gives 84.8 kcal per mole. The energy comes out at -2734.1490 Eh. The HOMO energy (alpha / beta) is -0.41393 / -0.42580 Eh. Its total charge is +1. Its expectation value of S² is 2.026.

5.
# CHCl3

An isolated molecule of CHCl3 (ωB97M-V/def2-TZVPD, OMol25).

Geometry as XYZ:
```
5
Properties=species:S:1:pos:R:3
Cl -1.501 -0.761 -0.084
Cl 0.089 1.678 -0.082
Cl 1.413 -0.914 -0.084
C -0.002 -0.001 0.453
H 0.004 -0.038 1.525
```

For the largest force on an atom, the calculation gives 0.39 eV/A. For the energy above the lowest of the compared OMol25 structures with the same formula, charge and spin, the calculation gives 0.1 kcal per mole. The energy comes out at -1419.2717 Eh. Its SMILES is ClC(Cl)Cl. The HOMO energy is -0.41135 Eh.

6.
# CH2FPS2

A 2-piece molecular cluster, CH2FPS2 overall at a distorted geometry (ωB97M-V/def2-TZVPD, OMol25).

Geometry as XYZ:
```
7
Properties=species:S:1:pos:R:3
S 0.931 1.621 -0.398
S -0.266 -1.660 -0.497
P -1.909 -0.596 0.124
F 2.764 -0.241 0.147
C 1.567 0.188 -0.141
H -1.185 -0.007 1.222
H -1.902 0.694 -0.458
```

The spin multiplicity is 3. For the largest force on an atom, the calculation gives 1.57 eV/A. For the energy above the lowest of the compared OMol25 structures with the same formula, charge and spin, the calculation gives 16.9 kcal per mole. The energy comes out at -1276.7299 Eh. The HOMO energy (alpha / beta) is -0.28939 / -0.34039 Eh. Its expectation value of S² is 2.011.

7.
# C4H7N2O

An isolated ion of composition C4H7N2O and charge +1 at a distorted geometry (ωB97M-V/def2-TZVPD, OMol25).

Geometry as XYZ:
```
14
Properties=species:S:1:pos:R:3
O -1.677 -2.209 -0.870
N -1.902 0.202 -1.028
N 0.271 0.927 -0.013
C -1.009 1.179 -0.521
C 0.758 -0.260 0.204
C 1.869 -0.467 1.109
C -1.805 -1.056 -0.975
H 1.487 -0.823 2.118
H -1.092 2.092 -1.004
H 0.620 1.644 0.600
H 2.425 -1.328 0.705
H 0.442 -1.040 -0.411
H -2.876 0.705 -1.174
H 2.489 0.434 1.259
```

For the largest force on an atom, the calculation gives 3.29 eV/A. For the energy above the lowest of the compared OMol25 structures with the same formula, charge and spin, the calculation gives 101.2 kcal per mole. The energy comes out at -340.9750 Eh. The HOMO energy (alpha / beta) is -0.43321 / -0.43318 Eh. Its total charge is +1.